Record 1
DFT (ωB97M-V with the def2-TZVPD basis set) results for a 2-piece molecular cluster, C9H23N2Si overall in a non-equilibrium geometry.

Properties
HOMO energy	-10.948	eV
frontier orbital gap	6.00	eV
E_LUMO	-4.94	eV
energy above the lowest of the compared OMol25 structures with the same formula, charge and spin	276.5	kJ/mol
electronic energy	-755.35546	Eh
total charge	+1

Geometry as XYZ:
```
35
C9H23N2Si | the OMol25 dataset | ωB97M-V with the def2-TZVPD basis set
C -1.26845 -2.61906 -1.21726
C 0.74925 5.04749 -0.20368
C 0.24728 0.99137 -1.34939
C 2.63900 0.95930 3.14570
C -3.28224 -3.91831 -1.66232
C -1.33317 -5.17060 -1.22126
C 0.09676 4.05210 0.81013
C 0.14521 0.81384 0.22508
C 2.56438 2.00936 2.04200
N -1.86689 -3.79812 -1.33546
N -0.24739 -2.35899 -0.61655
Si 0.91502 2.34844 1.03340
H -1.85556 -1.80546 -1.43666
H 1.92404 5.07471 -0.12945
H 0.43953 4.94441 -1.19773
H 0.47895 6.04129 0.08936
H -0.43967 1.79042 -1.56568
H 1.34713 1.24329 -1.43814
H 0.10511 0.24675 -2.15597
H 2.21587 1.46950 4.03342
H 2.29882 -0.00570 2.88602
H 3.65655 0.73064 3.30724
H -3.88561 -4.39052 -0.77797
H -3.79276 -2.97226 -1.89503
H -3.57575 -4.56718 -2.57752
H -1.37933 -5.63832 -2.20411
H -0.32016 -5.04627 -0.93194
H -1.92896 -5.80714 -0.46880
H -1.00577 3.86251 0.63610
H 0.11408 4.52164 1.85481
H 0.65073 -0.13865 0.36195
H -0.84692 0.70925 0.65602
H 3.17099 1.55023 1.19218
H 3.03019 3.00637 2.34686
H 0.23976 -3.17635 -0.23534
```

Atomic partial charges in e from the Löwdin method, atoms 1 to 8:
1 C -0.365
2 C -0.135
3 C -0.138
4 C -0.146
5 C -0.103
6 C -0.040
7 C -0.310
8 C -0.318

Record 2
DFT (ωB97M-V with the def2-TZVPD basis set) results for a 2-piece molecular cluster, C11H15N overall in a non-equilibrium geometry.

Properties
HOMO energy	-7.951	eV
frontier orbital gap	8.86	eV
E_LUMO	0.91	eV
energy above the lowest of the compared OMol25 structures with the same formula, charge and spin	58.0	kJ/mol
electronic energy	-482.89309	Eh

Geometry as XYZ:
```
27
C11H15N | the OMol25 dataset | ωB97M-V with the def2-TZVPD basis set
C -0.95958 1.04284 -4.34360
C -2.20176 0.22397 -4.71400
H -0.90203 1.10842 -3.25087
H -0.06278 0.46796 -4.55853
H -0.90638 2.06608 -4.71600
H -2.65613 0.43036 -5.68349
H -3.00199 0.42234 -4.00555
H -1.97035 -0.83889 -4.64671
C 0.91655 -0.18085 4.61598
C 0.74703 -0.47797 2.01824
C 0.50746 0.24557 3.24198
C 0.21750 0.29916 0.98192
C -0.21010 1.34164 2.91915
C 1.46415 -2.05024 0.37549
C 1.05404 -1.18057 -0.66032
C 1.36045 -1.70558 1.69055
C 0.47200 0.02036 -0.35319
N -0.45469 1.35581 1.53940
H 1.82857 -3.03012 0.08835
H 1.24401 -1.53763 -1.66093
H 1.45737 -2.42076 2.50188
H 0.15599 0.77089 -1.07129
H 1.62395 -1.00396 4.71435
H 0.05092 -0.43646 5.23189
H -0.59570 2.16625 3.50035
H -0.55573 2.25608 1.09239
H 1.37724 0.64532 5.15255
```

Atomic partial charges in e from the Löwdin method, atoms 1 to 8:
1 C -0.165
2 C -0.167
3 H 0.039
4 H 0.056
5 H 0.063
6 H 0.058
7 H 0.055
8 H 0.061

Record 3
DFT (ωB97M-V with the def2-TZVPD basis set) results for the molecule C8H10N2S2 in a non-equilibrium geometry.

Properties
HOMO energy	-8.172	eV
frontier orbital gap	8.57	eV
E_LUMO	0.40	eV
energy above the lowest of the compared OMol25 structures with the same formula, charge and spin	61.2	kJ/mol
electronic energy	-1216.72948	Eh

Geometry as XYZ:
```
22
C8H10N2S2 | the OMol25 dataset | ωB97M-V with the def2-TZVPD basis set
C -3.24880 -1.84148 0.94622
C -1.63748 -0.03180 -0.57950
C -1.76722 1.34542 -0.35458
C -0.59162 2.07757 -0.19807
C 0.69013 1.57015 -0.40126
C 0.79389 0.17845 -0.61042
C 3.17018 -0.38777 -0.14557
C -0.36379 -0.60300 -0.68448
H -2.26070 -2.27269 1.18253
H -4.12190 -2.58160 0.78232
H -3.52644 -1.06940 1.73109
H -2.67463 1.91202 -0.26277
H -0.69304 3.10264 -0.04707
H 1.64070 2.13541 -0.40570
H 1.95302 -1.06961 -1.73203
H 3.98199 0.55310 1.52544
H 2.32715 0.97309 1.15961
H -0.31146 -1.65968 -0.78868
N 2.02306 -0.46653 -0.90739
N 3.17126 0.49284 0.90184
S -3.13496 -1.01430 -0.68769
S 4.58066 -1.34284 -0.42384
```

Atomic partial charges in e from the Löwdin method, atoms 1 to 8:
1 C -0.399
2 C -0.535
3 C -0.093
4 C -0.074
5 C -0.024
6 C -0.248
7 C -0.880
8 C -0.035

Record 4
DFT (ωB97M-V with the def2-TZVPD basis set) results for C6H13O4Tl as an isolated structure in a non-equilibrium geometry.

Properties
HOMO energy	-7.754	eV
frontier orbital gap	8.16	eV
E_LUMO	0.40	eV
energy above the lowest of the compared OMol25 structures with the same formula, charge and spin	19.0	kJ/mol
electronic energy	-709.81577	Eh

Geometry as XYZ:
```
24
C6H13O4Tl | the OMol25 dataset | ωB97M-V with the def2-TZVPD basis set
O -0.90904 -0.97774 1.80152
C -0.15201 -0.11064 1.16906
O -0.58795 0.90877 0.65629
O 1.12850 -0.24495 1.43236
C 2.06209 -0.37508 0.34053
C -2.34016 -0.89104 1.66947
H -2.85422 -1.24909 2.57159
H -2.69469 0.12797 1.46293
C -2.73854 -1.77910 0.51719
H -2.35992 -1.33264 -0.41186
H -2.27197 -2.76343 0.65503
H -3.83311 -1.85806 0.49002
C 3.40492 -0.75771 0.91026
H 2.17487 0.57571 -0.19572
H 1.75446 -1.14915 -0.37367
H 3.91360 0.14324 1.27760
H 4.01258 -1.19350 0.10576
H 3.29789 -1.50310 1.70910
Tl 0.00489 3.16075 0.05425
O 0.42856 2.73864 -2.06428
C -0.21061 2.25480 -3.18192
H 0.47971 1.69938 -3.85483
H -1.02406 1.53431 -2.93012
H -0.68579 3.04167 -3.81054
```

Atomic partial charges in e from the Löwdin method, atoms 1 to 8:
1 O 0.069
2 C -0.592
3 O -0.132
4 O 0.036
5 C -0.201
6 C -0.203
7 H 0.130
8 H 0.126

Record 5
DFT (ωB97M-V with the def2-TZVPD basis set) results for C4H12ClO2 as an isolated structure in a non-equilibrium geometry.

Properties
HOMO energy	-3.903	eV
frontier orbital gap	7.79	eV
E_LUMO	3.89	eV
energy above the lowest of the compared OMol25 structures with the same formula, charge and spin	425.0	kJ/mol
electronic energy	-770.19568	Eh
total charge	-1

Geometry as XYZ:
```
19
C4H12ClO2 | the OMol25 dataset | ωB97M-V with the def2-TZVPD basis set
Cl -19.43707 -56.32515 -21.14528
C -20.93227 -60.18791 -22.52529
C -20.55411 -58.87683 -21.61819
O -20.41980 -57.84060 -22.52166
H -20.95365 -61.12054 -22.13612
H -20.15883 -60.26320 -23.24976
H -21.79843 -59.95999 -23.07244
H -19.60007 -59.01863 -21.15654
H -21.08382 -58.59296 -20.79453
H -19.83597 -57.21953 -21.92711
C -23.32304 -56.55169 -20.34365
C -22.70862 -56.71347 -18.97578
O -21.59195 -55.81565 -18.85581
H -22.39805 -56.56847 -21.13351
H -23.72750 -55.55604 -20.37379
H -23.87156 -57.34863 -20.47434
H -22.25257 -57.70835 -18.82994
H -23.43645 -56.78791 -18.10683
H -20.86494 -56.00822 -19.47641
```

Atomic partial charges in e from the Löwdin method, atoms 1 to 8:
1 Cl 0.336
2 C -0.049
3 C -0.377
4 O -0.323
5 H 0.001
6 H 0.044
7 H 0.035
8 H 0.068

Record 6
DFT (ωB97M-V with the def2-TZVPD basis set) results for C19H19BrF3INOPtSSi as an isolated structure in a non-equilibrium geometry.

Properties
HOMO energy (alpha / beta)	-10.436 / -12.327	eV
frontier orbital gap (alpha / beta)	6.53 / 5.33	eV
E_LUMO (alpha / beta)	-3.91 / -7.00	eV
2S+1	5
energy above the lowest of the compared OMol25 structures with the same formula, charge and spin	4.0	kJ/mol
electronic energy	-4843.20450	Eh
total charge	+1

Geometry as XYZ:
```
48
C19H19BrF3INOPtSSi | the OMol25 dataset | ωB97M-V with the def2-TZVPD basis set
Pt -0.32108 0.79335 -0.19786
Br 4.76710 1.14322 2.25862
C 4.30837 0.88711 0.45295
C 5.30361 1.14155 -0.49483
C 5.02885 1.07140 -1.84681
C 3.77055 0.62591 -2.24112
C 2.78893 0.31002 -1.32027
C 3.03181 0.51215 0.02375
I 1.45076 0.20267 1.44931
H 6.28217 1.43678 -0.14482
H 5.78749 1.32355 -2.58317
H 3.55643 0.49243 -3.30240
H 1.86322 -0.12822 -1.64121
C -2.95515 3.39134 1.22198
Si -1.62264 4.03487 0.04446
C -2.35474 4.39825 -1.66320
C -0.98064 5.65274 0.85080
C -0.09911 2.88864 -0.11801
H -3.58208 4.22221 1.58313
H -2.56392 2.87051 2.13833
H -3.63401 2.69679 0.69751
H -3.15954 3.66371 -1.84282
H -1.62327 4.27148 -2.48946
H -2.78631 5.43191 -1.69745
H -1.80669 6.37474 0.97662
H -0.14535 6.10581 0.26339
H -0.59025 5.43409 1.86857
H 0.56288 3.08663 0.71340
H 0.39739 3.04689 -1.09157
O -3.04748 -0.26791 -0.17143
S -2.89920 0.45329 -1.85357
N -1.73333 1.35548 -1.56178
F 0.59993 -7.89040 0.27866
C -0.50817 -7.42458 0.94419
F -0.44010 -7.79080 2.26617
F -1.60629 -8.06209 0.42707
C -0.63702 -5.90709 0.84217
C -0.32039 -5.25936 -0.38451
C -0.46227 -3.91083 -0.54461
C -0.94781 -3.11415 0.58493
C -1.22671 -3.80388 1.85926
C -1.09316 -5.16311 1.95427
C -1.23923 -1.77414 0.38262
C -1.80605 -0.58007 0.21658
H 0.04885 -5.90444 -1.17698
H -0.30913 -3.40772 -1.48916
H -1.63613 -3.27289 2.70034
H -1.41108 -5.65780 2.85797
```

Atomic partial charges in e from the Löwdin method, atoms 1 to 8:
1 Pt 0.734
2 Br 0.780
3 C -0.732
4 C -0.115
5 C -0.047
6 C -0.062
7 C -0.165
8 C -0.608

Record 7
DFT (ωB97M-V with the def2-TZVPD basis set) results for the molecule C15H27N3O2 in a non-equilibrium geometry.

Properties
HOMO energy	-9.603	eV
frontier orbital gap	10.31	eV
E_LUMO	0.70	eV
energy above the lowest of the compared OMol25 structures with the same formula, charge and spin	231.0	kJ/mol
electronic energy	-902.47242	Eh

Geometry as XYZ:
```
47
C15H27N3O2 | the OMol25 dataset | ωB97M-V with the def2-TZVPD basis set
N 0.31881 2.26862 -2.01448
O -1.62013 -1.43482 -0.42967
C -0.69616 1.83060 -1.71782
O -0.81594 -0.53008 1.55286
C -1.39762 -0.51157 0.31582
N -1.89345 0.76572 0.04788
N -1.83944 1.32564 -1.26461
C -4.22336 3.35588 -1.59925
C -5.48245 1.31347 -2.34655
C -3.02940 1.13979 -2.14533
C 5.07195 -0.97782 1.04091
C 4.14099 -0.82224 2.20984
C 4.33218 -1.33544 -0.26856
C 2.99343 0.20516 1.91515
C 3.13108 -0.40364 -0.53935
C -4.27374 1.83296 -1.57761
C 2.20273 -0.23559 0.65932
C -0.46028 -2.89628 2.02234
C 1.35612 -1.58017 0.85790
C 0.18431 -1.51620 1.88553
H -1.76178 1.41353 0.83343
H -3.33635 3.74348 -1.08153
H -4.23323 3.79146 -2.60660
H -5.10659 3.81470 -1.08584
H -5.39657 1.49920 -3.40791
H -6.40525 1.76312 -2.02394
H -5.55139 0.23487 -2.20515
H -3.23523 0.03442 -2.20700
H -2.79336 1.46848 -3.18251
H 5.62205 -0.03650 0.86924
H 5.80429 -1.74184 1.25238
H 3.72891 -1.78607 2.43661
H 4.74204 -0.42509 3.02456
H 3.96105 -2.36811 -0.24843
H 5.02522 -1.25040 -1.11919
H 3.44833 1.18411 1.67915
H 2.40778 0.32613 2.80171
H 2.56900 -0.84877 -1.38924
H 3.50374 0.60021 -0.81647
H -4.37838 1.51016 -0.54271
H 1.53708 0.57559 0.40626
H -1.25779 -2.85499 2.75812
H 0.29653 -3.65911 2.34488
H -0.87614 -3.26424 1.06910
H 1.01857 -1.88187 -0.15032
H 2.03067 -2.37751 1.13394
H 0.63715 -1.25897 2.85318
```

Atomic partial charges in e from the Löwdin method, atoms 1 to 8:
1 N 0.152
2 O 0.121
3 C -0.289
4 O 0.020
5 C -0.504
6 N 0.123
7 N -0.092
8 C -0.080

Record 8
DFT (ωB97M-V with the def2-TZVPD basis set) results for a 11-piece molecular cluster, C11H44N22O11 overall in a non-equilibrium geometry.

Properties
HOMO energy	-9.283	eV
frontier orbital gap	9.36	eV
E_LUMO	0.08	eV
energy above the lowest of the compared OMol25 structures with the same formula, charge and spin	1093.3	kJ/mol
electronic energy	-2477.90987	Eh

Geometry as XYZ:
```
88
C11H44N22O11 | the OMol25 dataset | ωB97M-V with the def2-TZVPD basis set
C -26.08717 15.77375 -19.58771
O -25.21547 16.41072 -19.17297
N -26.59419 15.94381 -20.74866
N -26.67851 14.82711 -18.94259
H -26.02222 16.50235 -21.36590
H -27.50451 15.55553 -20.95031
H -27.56789 14.39252 -19.14319
H -26.10975 14.54809 -18.15598
C -23.82665 8.44884 -15.45704
O -24.29146 7.35877 -15.15391
N -24.00791 9.51754 -14.73979
N -23.13719 8.80761 -16.47143
H -23.48119 10.36446 -14.89915
H -24.36772 9.52565 -13.79609
H -23.30986 8.21350 -17.26975
H -22.70422 9.71075 -16.60174
C -22.29589 15.33222 -10.94895
O -21.76787 14.53432 -11.68697
N -22.99812 16.33225 -11.39551
N -22.09749 15.43971 -9.59333
H -23.03195 16.55239 -12.38064
H -23.24100 17.06688 -10.74634
H -21.28688 14.97197 -9.21356
H -22.33860 16.34677 -9.22023
C -21.68425 22.07432 -15.04863
O -20.61225 21.96417 -14.37855
N -22.00618 21.25144 -15.95849
N -22.45865 23.08555 -15.17369
H -22.67104 21.41591 -16.70079
H -21.35842 20.48348 -16.06216
H -22.15523 23.92787 -14.70623
H -23.21751 23.20033 -15.83024
C -30.39002 19.62579 -12.93528
O -30.21364 18.87242 -12.06711
N -31.43928 20.33996 -13.18340
N -29.47958 19.64792 -13.88194
H -32.21451 20.22772 -12.54580
H -31.41727 21.21205 -13.69239
H -28.77126 18.94193 -14.02318
H -29.81082 20.28455 -14.59262
C -25.50550 20.13990 -5.64872
O -24.86507 19.59927 -6.50877
N -25.06330 20.60096 -4.52608
N -26.76219 20.18075 -5.72270
H -25.62257 20.89255 -3.73721
H -24.06450 20.70632 -4.41944
H -27.28446 20.43671 -4.89697
H -27.09776 20.12628 -6.67377
C -21.52053 15.49195 -0.20493
O -22.60493 15.03982 0.06519
N -20.81932 16.30103 0.52521
N -20.93790 15.00167 -1.25718
H -21.11285 16.65023 1.42632
H -19.84999 16.31832 0.24201
H -21.41475 14.39244 -1.90645
H -20.00012 15.33891 -1.42133
C -14.61363 15.12456 -2.31435
O -14.34627 16.11434 -1.63491
N -15.52609 15.14658 -3.27976
N -14.48348 13.86341 -1.96268
H -15.70077 14.39452 -3.93090
H -15.79799 16.09457 -3.49764
H -13.85842 13.87011 -1.16936
H -15.03338 13.14903 -2.41806
C -15.51723 16.86893 -11.29202
O -14.62633 17.67915 -11.03743
N -15.30452 15.57502 -11.23388
N -16.71594 17.09725 -11.48523
H -16.04556 14.90290 -11.37251
H -14.49270 15.20146 -10.76326
H -16.97836 18.04898 -11.69840
H -17.41989 16.37838 -11.57342
C -17.13107 9.99764 -9.13538
O -17.32934 10.74558 -8.21600
N -15.99428 9.39937 -9.33938
N -17.90210 9.70118 -10.14339
H -15.74869 8.63252 -9.94907
H -15.30066 9.87144 -8.77712
H -18.73538 10.22636 -10.36685
H -17.69836 8.86125 -10.66598
C -18.15356 21.76874 -6.44465
O -18.29290 21.12977 -5.35362
N -18.89670 21.71357 -7.52767
N -17.05596 22.43790 -6.71082
H -19.67836 21.08091 -7.43361
H -18.77785 22.14869 -8.43136
H -16.78482 22.78843 -7.61841
H -16.30095 22.30889 -6.05247
```

Atomic partial charges in e from the Löwdin method, atoms 1 to 8:
1 C -0.903
2 O 0.099
3 N 0.164
4 N 0.162
5 H 0.127
6 H 0.114
7 H 0.115
8 H 0.121

What did the fourth record say?
DFT (ωB97M-V with the def2-TZVPD basis set) results for C6H13O4Tl as an isolated structure in a non-equilibrium geometry.

Properties
HOMO energy	-7.754	eV
frontier orbital gap	8.16	eV
E_LUMO	0.40	eV
energy above the lowest of the compared OMol25 structures with the same formula, charge and spin	19.0	kJ/mol
electronic energy	-709.81577	Eh

Geometry as XYZ:
```
24
C6H13O4Tl | the OMol25 dataset | ωB97M-V with the def2-TZVPD basis set
O -0.90904 -0.97774 1.80152
C -0.15201 -0.11064 1.16906
O -0.58795 0.90877 0.65629
O 1.12850 -0.24495 1.43236
C 2.06209 -0.37508 0.34053
C -2.34016 -0.89104 1.66947
H -2.85422 -1.24909 2.57159
H -2.69469 0.12797 1.46293
C -2.73854 -1.77910 0.51719
H -2.35992 -1.33264 -0.41186
H -2.27197 -2.76343 0.65503
H -3.83311 -1.85806 0.49002
C 3.40492 -0.75771 0.91026
H 2.17487 0.57571 -0.19572
H 1.75446 -1.14915 -0.37367
H 3.91360 0.14324 1.27760
H 4.01258 -1.19350 0.10576
H 3.29789 -1.50310 1.70910
Tl 0.00489 3.16075 0.05425
O 0.42856 2.73864 -2.06428
C -0.21061 2.25480 -3.18192
H 0.47971 1.69938 -3.85483
H -1.02406 1.53431 -2.93012
H -0.68579 3.04167 -3.81054
```

Atomic partial charges in e from the Löwdin method, atoms 1 to 8:
1 O 0.069
2 C -0.592
3 O -0.132
4 O 0.036
5 C -0.201
6 C -0.203
7 H 0.130
8 H 0.126